1.
Here is a molecular structure, C28H40FeN5O2Si in a non-equilibrium geometry from OMol25. Energies are from the ωB97M-V functional and the def2-TZVPD basis.

Results
HOMO energy (alpha / beta) = -3.820 / -7.179 eV
Kohn-Sham gap (alpha / beta) = 0.1514 / 0.2746 hartree
2S+1 = 6
DFT total energy = -83496.1120 eV
⟨S²⟩ = 8.786

Each line ends with the Löwdin charge.
Cartesian coordinates (Å):
1 Fe 0.338 -0.141 0.186  0.93
2 C 0.413 -0.805 3.300  -0.10
3 N 0.133 0.534 2.794  -0.23
4 C 1.129 1.463 3.324  -0.19
5 C 1.360 2.750 2.528  -0.15
6 C 2.146 2.561 1.221  -0.23
7 N 1.355 2.046 0.135  -0.02
8 C 1.310 2.776 -0.944  -0.10
9 C 0.594 2.521 -2.144  -0.15
10 C 0.393 3.598 -3.026  -0.06
11 C -0.327 3.466 -4.189  -0.12
12 C -0.879 2.231 -4.520  -0.08
13 C -0.679 1.140 -3.700  -0.01
14 C 0.075 1.228 -2.511  -0.36
15 O 0.331 0.168 -1.825  -0.15
16 C -1.239 0.854 3.194  -0.21
17 C -1.927 2.020 2.488  -0.16
18 C -1.759 1.979 0.959  -0.26
19 N -1.801 0.646 0.413  -0.08
20 C -2.807 0.359 -0.374  -0.17
21 C -3.105 -0.851 -1.044  -0.16
22 C -4.272 -0.836 -1.859  -0.07
23 C -4.722 -1.925 -2.557  -0.13
24 C -4.026 -3.126 -2.467  -0.12
25 C -2.868 -3.171 -1.698  -0.08
26 C -2.380 -2.078 -1.010  -0.24
27 O -1.189 -2.180 -0.310  -0.17
28 H 0.352 -0.838 4.400  0.10
29 H 1.403 -1.127 2.986  0.06
30 H -0.324 -1.492 2.889  0.08
31 H 2.084 0.933 3.358  0.11
32 H 0.874 1.736 4.363  0.13
33 H 1.947 3.421 3.165  0.12
34 H 0.420 3.246 2.303  0.09
35 H 2.977 1.876 1.421  0.09
36 H 2.580 3.540 0.946  0.11
37 H 1.833 3.747 -0.941  0.12
38 H 0.802 4.567 -2.764  0.10
39 H -0.466 4.324 -4.834  0.09
40 H -1.464 2.136 -5.424  0.10
41 H -1.096 0.177 -3.958  0.12
42 H -1.284 1.023 4.288  0.13
43 H -1.833 -0.031 2.962  0.11
44 H -1.567 2.981 2.863  0.09
45 H -2.989 1.954 2.741  0.11
46 H -0.777 2.392 0.710  0.07
47 H -2.528 2.628 0.510  0.11
48 H -3.551 1.146 -0.551  0.11
49 H -4.815 0.096 -1.931  0.10
50 H -5.602 -1.850 -3.182  0.09
51 H -4.354 -4.008 -2.995  0.09
52 H -2.333 -4.105 -1.660  0.07
53 C 6.044 0.815 -1.224  -0.01
54 N 5.002 0.286 -0.390  -0.12
55 C 5.138 -0.065 0.923  -0.06
56 C 3.910 -0.504 1.323  -0.16
57 N 3.029 -0.419 0.290  0.03
58 C 3.713 0.060 -0.718  -0.15
59 H 7.003 0.384 -0.937  0.10
60 H 6.104 1.902 -1.124  0.10
61 H 5.842 0.569 -2.264  0.10
62 H 6.070 0.020 1.444  0.12
63 H 3.613 -0.875 2.282  0.09
64 H 3.305 0.260 -1.687  0.14
65 C 0.484 -3.844 -2.082  -0.14
66 Si -0.210 -3.516 -0.331  0.47
67 C -1.020 -5.086 0.421  -0.15
68 C 1.268 -3.156 0.802  -0.16
69 H 1.148 -4.702 -2.094  0.03
70 H 1.049 -2.974 -2.407  0.03
71 H -0.296 -4.018 -2.816  0.02
72 H -0.655 -5.969 -0.094  0.03
73 H -2.103 -5.093 0.355  0.02
74 H -0.758 -5.195 1.471  0.02
75 H 2.029 -3.907 0.627  0.04
76 H 1.007 -3.205 1.853  0.02
77 H 1.705 -2.183 0.586  -0.03

=====

2.
Here is a molecular structure, C3H2FO2Pt in a non-equilibrium geometry from OMol25. Energies are from the ωB97M-V functional and the def2-TZVPD basis.

Results
HOMO energy (alpha / beta) = -7.171 / -9.261 eV
Kohn-Sham gap (alpha / beta) = 0.2268 / 0.2679 hartree
2S+1 = 4
DFT total energy = -13193.5934 eV
⟨S²⟩ = 3.765

Each line ends with the Löwdin charge.
Cartesian coordinates (Å):
1 O 0.089 -1.774 -0.028  0.07
2 C 0.740 -0.727 -0.315  -0.56
3 O 1.957 -0.488 -0.008  -0.29
4 C -1.468 0.020 0.032  0.08
5 C -0.212 0.413 -0.313  -0.25
6 H -1.980 0.459 0.890  0.09
7 H -2.026 -0.592 -0.677  0.09
8 F 0.343 1.591 0.119  -0.07
9 Pt 2.558 1.099 0.300  0.85

=====

3.
Here is a single C20H31N3O3S2 molecule in a non-equilibrium geometry from OMol25. Energies are from the ωB97M-V functional and the def2-TZVPD basis.

Results
HOMO energy = -8.657 eV
Kohn-Sham gap = 0.3374 hartree
DFT total energy = -53526.7530 eV

Each line ends with the Löwdin charge.
Cartesian coordinates (Å):
1 O -1.354 -3.061 1.951  0.07
2 C -1.173 -2.692 0.803  -0.42
3 C -2.269 -1.942 0.060  -0.22
4 C -3.578 -2.725 -0.048  -0.13
5 C -4.636 -1.836 -0.700  -0.16
6 C -4.816 -0.544 0.098  -0.19
7 N -3.561 0.147 0.312  -0.23
8 S -3.001 1.133 -0.913  0.62
9 O -1.918 0.539 -1.652  -0.28
10 O -4.125 1.640 -1.638  -0.28
11 C -2.302 2.435 0.060  -0.61
12 C -0.989 2.696 0.308  -0.14
13 C -0.817 3.799 1.172  -0.17
14 C -2.003 4.341 1.559  -0.39
15 S -3.352 3.520 0.876  1.06
16 C -2.528 -0.674 0.893  -0.15
17 N 0.020 -2.870 0.184  -0.04
18 C 0.365 -2.501 -1.168  -0.14
19 C 0.989 -1.105 -1.209  -0.12
20 C 2.233 -1.054 -0.316  -0.31
21 N 2.780 0.297 -0.151  -0.13
22 C 4.180 0.258 0.241  -0.20
23 C 4.638 1.628 0.729  -0.18
24 C 4.466 2.657 -0.381  -0.21
25 C 3.018 2.621 -0.851  -0.18
26 C 2.628 1.206 -1.276  -0.20
27 C 1.872 -1.598 1.079  -0.11
28 C 1.207 -2.974 1.010  -0.13
29 H -1.960 -1.620 -0.932  0.11
30 H -3.425 -3.627 -0.644  0.12
31 H -3.896 -3.029 0.952  0.12
32 H -5.591 -2.359 -0.759  0.12
33 H -4.320 -1.577 -1.714  0.12
34 H -5.467 0.153 -0.430  0.11
35 H -5.241 -0.761 1.084  0.13
36 H -0.186 2.125 -0.121  0.10
37 H 0.143 4.167 1.486  0.10
38 H -2.163 5.180 2.206  0.07
39 H -1.624 -0.063 0.953  0.12
40 H -2.828 -0.959 1.906  0.14
41 H -0.503 -2.549 -1.823  0.12
42 H 1.092 -3.240 -1.526  0.13
43 H 1.249 -0.876 -2.242  0.12
44 H 0.244 -0.383 -0.873  0.09
45 H 2.993 -1.721 -0.769  0.15
46 H 4.307 -0.469 1.044  0.11
47 H 4.817 -0.061 -0.606  0.13
48 H 4.032 1.914 1.589  0.12
49 H 5.681 1.571 1.045  0.11
50 H 4.728 3.655 -0.024  0.11
51 H 5.129 2.412 -1.214  0.11
52 H 2.366 2.932 -0.032  0.10
53 H 2.866 3.303 -1.690  0.11
54 H 1.589 1.218 -1.602  0.10
55 H 3.255 0.899 -2.134  0.13
56 H 2.762 -1.667 1.704  0.11
57 H 1.185 -0.893 1.552  0.13
58 H 0.902 -3.304 2.004  0.12
59 H 1.887 -3.713 0.576  0.13

=====

4.
Here is a molecular structure, C22H25N3O5S from OMol25. Energies are from the ωB97M-V functional and the def2-TZVPD basis.

Results
HOMO energy = -8.316 eV
Kohn-Sham gap = 0.3048 hartree
DFT total energy = -48761.7983 eV

Each line ends with the Löwdin charge.
Cartesian coordinates (Å):
1 C 1.190 0.145 -3.124  -0.09
2 H 0.655 0.427 -4.038  0.10
3 O 1.594 1.299 -2.411  -0.19
4 C 0.528 2.004 -1.820  -0.14
5 C 0.308 1.621 -0.335  -0.21
6 H 0.682 0.602 -0.188  0.13
7 C 0.994 2.596 0.653  -0.10
8 N 2.221 2.171 1.272  -0.16
9 C 3.284 1.697 0.425  -0.14
10 H 4.232 1.993 0.889  0.12
11 C 3.292 0.155 0.194  -0.11
12 N 2.685 -0.514 1.329  -0.04
13 C 1.510 -1.172 1.247  -0.33
14 N 0.672 -1.134 2.232  0.01
15 S -0.743 -1.893 1.836  0.69
16 O -0.999 -3.016 2.690  -0.28
17 O -1.769 -0.892 1.751  -0.26
18 C -0.164 -2.485 0.240  -0.21
19 C -0.750 -3.343 -0.655  -0.03
20 C 0.009 -3.767 -1.739  -0.05
21 C 1.329 -3.362 -1.872  -0.06
22 C 1.914 -2.500 -0.955  -0.02
23 C 1.143 -2.035 0.103  -0.14
24 H 2.953 -2.230 -1.058  0.11
25 H 1.917 -3.727 -2.701  0.11
26 H -0.423 -4.432 -2.471  0.11
27 H -1.766 -3.673 -0.509  0.13
28 C 2.932 0.195 2.569  -0.12
29 H 2.607 -0.432 3.397  0.12
30 C 2.136 1.504 2.563  -0.14
31 H 2.525 2.174 3.343  0.12
32 H 1.096 1.265 2.794  0.11
33 H 4.007 0.377 2.639  0.13
34 H 2.745 -0.073 -0.718  0.09
35 H 4.328 -0.187 0.081  0.13
36 H 3.208 2.189 -0.544  0.12
37 H 1.198 3.537 0.128  0.12
38 H 0.276 2.812 1.446  0.13
39 O -1.088 1.608 -0.036  0.03
40 C -1.771 0.524 -0.437  -0.45
41 O -1.252 -0.375 -1.065  0.09
42 C -3.204 0.578 -0.095  -0.15
43 C -3.740 1.612 0.666  -0.01
44 C -5.086 1.606 0.980  -0.07
45 C -5.900 0.575 0.540  -0.08
46 C -5.369 -0.456 -0.219  -0.07
47 C -4.025 -0.456 -0.536  -0.01
48 H -3.586 -1.250 -1.121  0.12
49 H -6.006 -1.261 -0.557  0.10
50 H -6.951 0.572 0.793  0.10
51 H -5.503 2.405 1.576  0.10
52 H -3.096 2.406 1.011  0.12
53 H 0.775 3.069 -1.896  0.13
54 H -0.401 1.829 -2.374  0.13
55 H 2.101 -0.387 -3.392  0.09
56 H 0.544 -0.497 -2.520  0.07

=====

5.
Here is a single C22H24N2O4 molecule from OMol25. Energies are from the ωB97M-V functional and the def2-TZVPD basis.

Results
HOMO energy = -8.247 eV
Kohn-Sham gap = 0.3135 hartree
DFT total energy = -34374.4252 eV

Each line ends with the Löwdin charge.
Cartesian coordinates (Å):
1 C -5.384 -3.305 0.608  -0.06
2 C -4.036 -3.886 0.190  -0.25
3 O -2.945 -3.228 0.802  -0.05
4 C -2.531 -2.021 0.337  -0.26
5 C -3.051 -1.352 -0.767  0.00
6 C -2.519 -0.135 -1.153  0.00
7 C -1.476 0.439 -0.446  -0.26
8 N -0.894 1.654 -0.898  0.00
9 C 0.071 1.509 -1.984  -0.07
10 C 1.276 0.759 -1.493  -0.10
11 C 2.252 1.360 -0.776  0.06
12 C 3.350 0.623 -0.240  -0.15
13 C 4.384 1.209 0.501  -0.02
14 C 5.410 0.444 0.996  -0.05
15 C 5.447 -0.939 0.775  -0.27
16 C 6.581 -1.747 1.326  -0.05
17 C 4.434 -1.531 0.048  0.02
18 C 3.385 -0.766 -0.464  -0.18
19 N 2.376 -1.339 -1.189  0.18
20 C 1.298 -0.680 -1.738  -0.43
21 O 0.462 -1.299 -2.374  0.06
22 C -1.020 2.845 -0.268  -0.41
23 O -0.395 3.831 -0.602  0.07
24 C -2.058 2.844 0.859  -0.13
25 O -2.281 4.101 1.433  -0.16
26 C -2.922 5.021 0.578  -0.10
27 C -0.950 -0.228 0.656  -0.01
28 C -1.475 -1.441 1.044  0.02
29 H -5.487 -3.356 1.689  0.08
30 H -5.471 -2.265 0.305  0.07
31 H -6.187 -3.876 0.150  0.08
32 H -3.957 -4.920 0.537  0.12
33 H -3.928 -3.881 -0.901  0.12
34 H -3.856 -1.771 -1.348  0.11
35 H -2.917 0.371 -2.019  0.13
36 H -0.398 0.946 -2.796  0.13
37 H 0.337 2.516 -2.310  0.13
38 H 2.205 2.424 -0.592  0.13
39 H 4.359 2.275 0.675  0.12
40 H 6.203 0.905 1.565  0.11
41 H 6.629 -1.639 2.408  0.08
42 H 7.527 -1.395 0.916  0.08
43 H 6.467 -2.800 1.085  0.07
44 H 4.445 -2.597 -0.133  0.12
45 H 2.402 -2.340 -1.344  0.16
46 H -1.700 2.207 1.673  0.13
47 H -2.997 2.415 0.469  0.14
48 H -2.299 5.267 -0.285  0.08
49 H -3.886 4.626 0.232  0.09
50 H -3.088 5.918 1.172  0.09
51 H -0.120 0.204 1.197  0.13
52 H -1.073 -1.975 1.891  0.12

=====

6.
Here is a single C22H17F3N2O3S molecule from OMol25. Energies are from the ωB97M-V functional and the def2-TZVPD basis.

Results
HOMO energy = -8.810 eV
Kohn-Sham gap = 0.3127 hartree
DFT total energy = -51202.6858 eV

Each line ends with the Löwdin charge.
Cartesian coordinates (Å):
1 O -1.233 -0.440 -2.548  0.11
2 C -0.361 -1.261 -2.622  -0.60
3 O -0.041 -2.072 -1.606  0.11
4 C 0.514 -1.519 -3.817  -0.32
5 S 1.847 -0.248 -3.909  0.98
6 C 2.073 -0.022 -2.141  -0.40
7 C 2.835 -0.884 -1.412  -0.18
8 C 2.816 -0.771 0.006  -0.23
9 N 2.097 0.079 0.668  0.19
10 C 1.360 0.966 -0.041  -0.19
11 C 0.539 1.863 0.663  0.05
12 C -0.229 2.779 -0.014  -0.16
13 C -1.113 3.710 0.745  -0.43
14 O -1.033 4.915 0.688  0.10
15 N -2.016 3.107 1.585  0.14
16 C -2.402 1.771 1.655  -0.22
17 C -2.446 0.945 0.531  0.00
18 C -2.851 -0.371 0.649  -0.06
19 C -3.231 -0.892 1.874  -0.02
20 C -3.217 -0.061 2.985  -0.12
21 C -3.616 -0.604 4.328  -0.59
22 F -4.510 -1.600 4.244  0.14
23 F -2.561 -1.106 5.001  0.14
24 F -4.157 0.328 5.128  0.14
25 C -2.807 1.259 2.886  0.05
26 C -0.163 2.869 -1.415  -0.01
27 C 0.593 1.979 -2.126  -0.04
28 C 1.344 0.992 -1.465  -0.16
29 C 3.700 -1.817 0.608  -0.11
30 C 3.876 -2.832 -0.531  -0.16
31 C 3.712 -2.019 -1.826  -0.13
32 H -0.577 -1.877 -0.819  0.13
33 H -0.050 -1.409 -4.741  0.09
34 H 0.973 -2.504 -3.746  0.08
35 H 0.538 1.805 1.740  0.13
36 H -2.459 3.737 2.244  0.16
37 H -2.184 1.327 -0.442  0.11
38 H -2.895 -0.985 -0.237  0.10
39 H -3.555 -1.917 1.967  0.12
40 H -2.804 1.890 3.762  0.13
41 H -0.739 3.631 -1.918  0.13
42 H 0.620 2.017 -3.204  0.09
43 H 3.271 -2.247 1.510  0.12
44 H 4.654 -1.357 0.877  0.12
45 H 4.835 -3.344 -0.485  0.11
46 H 3.085 -3.582 -0.473  0.11
47 H 3.294 -2.606 -2.642  0.11
48 H 4.673 -1.620 -2.163  0.13